No. 1
19
Properties=species:S:1:pos:R:3:forces:R:3 method="wB97M-V/def2-TZVPD" de_lowest_ev=3.175 multiplicity=1 total_energy_ev=-19493.06341 e_lumo_ev=0.359
C 1.464022 -2.551050 0.155325 1.7 -0.7 3.8
O 1.735298 -1.266033 0.605860 -1.9 3.5 -1.0
C 0.752257 -0.337168 0.220046 0.3 1.5 1.2
C -0.304575 -0.471407 -0.611527 1.1 -0.6 0.2
C -1.429649 0.497575 -0.638060 2.1 -0.8 0.8
I -3.364650 -0.591592 0.270831 0.2 0.1 -0.1
N -1.153224 1.691743 0.039423 1.1 -0.9 -0.4
N -2.065853 2.683807 -0.222853 -0.6 1.2 1.6
C -0.115766 1.854460 0.954245 -0.1 -1.9 -0.2
C 0.829216 0.887023 0.999560 -0.6 -1.0 0.4
H 2.034602 -3.072794 1.028188 -0.8 -0.4 -2.4
H 1.821372 -2.612609 -0.824213 0.6 -1.0 -1.5
H 0.428292 -2.722704 0.282068 -1.2 -0.7 -0.2
H -0.196252 -1.373830 -1.190251 -1.3 0.0 -0.6
H -1.783663 0.674487 -1.622208 -0.8 0.1 -0.6
H -1.860611 3.155551 -1.082850 0.4 0.3 -0.6
H -1.900512 3.338463 0.545062 -0.7 0.2 -0.5
H -0.159575 2.517934 1.825586 -0.4 0.3 -0.9
H 1.373519 0.700682 1.890088 0.9 0.7 0.7


No. 2
18
Properties=species:S:1:pos:R:3:forces:R:3 method="wB97M-V/def2-TZVPD" de_lowest_ev=0.000 multiplicity=1 total_energy_ev=-27349.52536 e_lumo_ev=0.221
C -0.123500 0.572180 -1.923218 1.6 0.8 1.2
C -0.446506 -0.256860 -0.682799 3.8 1.0 2.0
C -1.717258 0.195175 -0.109313 1.6 4.1 -0.9
S -0.206873 -2.029559 -0.612646 -0.8 -0.8 -1.2
C 1.187246 -1.620354 0.316746 1.7 -3.3 0.0
O 2.017579 -2.423485 0.694994 -0.6 1.5 0.0
C 0.994518 -0.184423 0.456208 -2.7 1.2 -0.3
C 0.605850 0.158349 1.886954 -2.1 1.1 0.8
I 2.633736 0.963275 -0.088960 0.6 0.4 -0.4
H -1.029271 0.764979 -2.368859 -2.0 -0.5 -2.2
H 0.730107 0.243662 -2.489860 -0.3 -0.8 -0.7
H 0.146982 1.659015 -1.823850 0.1 -0.8 1.3
H -1.502098 1.321170 0.061578 -1.1 -1.5 -0.1
H -2.160144 -0.206656 0.705443 -0.4 -1.6 3.1
H -2.469179 0.068892 -0.822779 -1.2 0.3 -1.6
H -0.063245 1.113830 1.913725 1.5 -1.4 -0.1
H 1.473888 0.275223 2.553260 -0.4 0.0 -0.3
H -0.071831 -0.614416 2.333375 0.6 0.3 -0.5


No. 3
22
Properties=species:S:1:pos:R:3:forces:R:3 method="wB97M-V/def2-TZVPD" de_lowest_ev=0.000 multiplicity=1 total_energy_ev=-23824.29119 e_lumo_ev=0.312
In 1.975752 -0.582861 -11.202741 -1.6 -1.4 2.8
C 0.229918 -2.744447 -8.591955 -1.2 -0.5 1.0
C 1.015921 -1.864666 -9.443494 -1.0 0.5 2.5
O 1.539091 -2.317662 -10.476804 0.5 -4.0 -0.7
O 1.082132 -0.649020 -9.168298 -2.4 0.0 0.0
H -0.711753 -2.898484 -9.118865 0.0 -0.3 -0.3
H -0.096701 -2.189002 -7.712806 0.4 -0.3 0.2
H 0.670727 -3.718227 -8.378561 0.0 0.2 0.0
C 4.415060 1.982934 -9.810241 -0.6 -0.6 1.7
C 3.530793 0.849935 -10.277250 1.5 1.6 1.9
O 3.191318 -0.155700 -9.589707 3.9 1.4 0.9
O 3.062910 0.935899 -11.436673 2.8 7.0 3.1
H 4.031444 2.969391 -10.070704 0.5 -0.3 -1.1
H 5.450329 1.718265 -10.025343 0.0 0.6 -0.3
H 4.319987 2.052144 -8.726614 0.3 -0.5 0.2
C 1.523357 -0.926793 -14.953109 -1.9 -0.8 1.0
C 1.600421 -0.609199 -13.429777 2.5 -0.4 -5.5
O 2.684473 -0.091295 -13.014769 -1.8 -3.4 -6.5
O 0.704060 -0.999477 -12.650389 -2.7 -0.1 -1.4
H 0.788403 -1.724364 -15.061771 -0.4 -0.1 0.3
H 2.382264 -1.417605 -15.410811 0.5 1.1 0.3
H 1.028875 -0.109520 -15.478138 0.7 0.2 -0.2


No. 4
20
Properties=species:S:1:pos:R:3:forces:R:3 method="wB97M-V/def2-TZVPD" de_lowest_ev=0.000 multiplicity=6 total_energy_ev=-45869.71948 charge=+1 e_lumo_ev="-5.231 / -5.479"
O 2.027162 -0.271914 -0.208546 -0.7 -0.8 0.1
Mn 1.183419 1.493173 0.132378 1.3 1.1 -0.1
O 3.110694 1.589832 -0.281482 -0.8 1.0 0.3
C 3.282597 0.330738 -0.393667 3.1 -1.3 -0.8
O 4.263919 -0.331048 -0.630449 -1.4 0.7 0.4
C 1.860321 -1.695325 -0.293329 0.3 -0.8 -0.1
C 0.380449 -1.993955 -0.304020 -0.1 0.0 0.1
H 2.351352 -2.041161 -1.211804 -0.1 0.2 0.3
H 2.364690 -2.150753 0.569226 -0.1 0.1 -0.3
H -0.125838 -1.428985 -1.098983 0.2 -0.3 0.0
H 0.230880 -3.064712 -0.491723 0.0 0.3 0.1
H -0.083546 -1.741887 0.659033 0.1 -0.1 -0.2
C -2.979711 1.056047 0.532703 -0.7 -0.6 0.9
C -3.345590 2.344704 0.626420 0.2 -0.4 1.9
H -3.559807 0.247414 0.981330 -0.8 -0.2 -1.6
H -2.624650 3.020825 1.105131 0.2 0.6 -1.8
H -4.396059 2.621007 0.707624 0.2 -0.2 0.3
O -0.633289 1.119977 0.543250 -0.9 -0.1 -0.1
C -1.667126 0.686872 0.025712 0.0 1.5 0.2
H -1.639866 0.209143 -0.968813 0.1 -0.4 0.5


No. 5
16
Properties=species:S:1:pos:R:3:forces:R:3 method="wB97M-V/def2-TZVPD" de_lowest_ev=4.268 multiplicity=1 total_energy_ev=-7853.89201 e_lumo_ev=0.034
C -1.854992 0.402432 -1.110199 -0.1 0.0 0.0
C -0.384102 0.298099 -0.692465 0.0 0.0 0.0
C -0.171021 -0.682482 0.475118 -0.1 0.0 0.1
C 1.315651 -0.928059 0.745183 0.1 0.2 -0.1
C 2.194347 0.041936 1.401991 -0.4 -0.2 0.0
C 0.147774 1.621510 -0.325181 0.4 0.9 0.3
N 0.561811 2.652877 -0.001369 -0.4 -1.0 -0.3
H -1.983985 1.113649 -1.930746 0.0 -0.1 0.1
H -2.476414 0.728704 -0.270255 0.1 0.0 -0.1
H -2.209319 -0.578047 -1.443732 0.0 0.1 0.1
H -0.673515 -1.623249 0.217713 0.1 0.1 0.0
H -0.658908 -0.284773 1.374155 0.1 0.0 -0.1
H 1.436563 -1.625364 1.617426 0.1 0.1 0.0
H 1.796342 -1.459092 -0.087696 0.0 0.1 0.1
H 1.534481 0.682832 2.027566 0.1 -0.1 -0.1
H 0.205967 -0.049546 -1.551220 -0.1 0.1 0.1


No. 6
16
Properties=species:S:1:pos:R:3:forces:R:3 method="wB97M-V/def2-TZVPD" de_lowest_ev=2.908 multiplicity=1 total_energy_ev=-7855.25210 e_lumo_ev=1.086
C 0.603942 -1.617870 -0.335076 -0.2 0.0 2.7
C 0.701722 -0.528461 0.810003 -0.5 -1.3 0.9
C 0.550537 0.918724 0.461966 0.1 1.4 0.5
C 0.496180 1.339357 -0.989880 0.5 -1.4 0.5
C -0.803977 1.174929 -0.226565 0.8 -1.6 0.3
N -1.500879 -0.147717 -0.182934 -1.5 1.9 -0.3
C -0.638590 -1.140937 0.361332 0.7 -0.7 0.6
H 0.885123 -2.678798 -0.129334 -0.1 1.2 -0.1
H 0.759454 -1.294476 -1.298066 0.5 0.5 -2.0
H 1.145706 -0.704007 1.855885 -0.6 -0.1 -2.0
H 0.880663 1.577750 1.269920 0.1 0.0 -0.5
H 0.739835 2.348192 -1.214046 0.2 0.7 -0.2
H 1.004561 0.578845 -1.614556 -1.0 0.7 -0.1
H -1.383093 2.110201 -0.074265 0.3 -1.1 0.0
H -2.332115 0.027451 0.424544 1.0 -0.7 -0.7
H -1.109067 -1.963181 0.881073 -0.3 0.3 0.4